Record 1
A molecular structure, C45H72BCl3Ge2N4O2P3Ti. Source: the Open Molecules 2025 dataset; level of theory: ωB97M-V/def2-TZVPD.

XYZ file:
```
133
Properties=species:S:1:pos:R:3:mulliken_charge:R:1
Ti 0.13738 -0.55906 0.69626 -1.52
C 3.90346 1.47923 -3.13921 -1.53
C 3.90469 -0.03418 -3.25797 0.20
C 5.35741 -0.51639 -3.29676 -1.98
P 2.80310 -0.86296 -1.98895 1.55
C 3.96564 -1.04900 -0.56441 -3.04
N 4.00302 0.14125 0.27446 0.73
Ge 2.18883 1.34504 0.98113 -0.21
N 1.73043 2.25876 2.61291 0.65
C 0.32645 2.34559 2.88195 -2.47
P -0.39207 0.66659 2.92217 1.50
C -2.19399 1.11777 3.15615 0.38
C -3.12048 0.58939 2.05347 -1.12
C -2.84381 0.86439 4.51525 -1.89
C 0.54329 -0.02189 4.39629 0.93
C 1.65434 -0.99078 3.99377 -1.32
C -0.27253 -0.63185 5.53396 -1.56
C 2.52987 3.29895 3.07152 0.50
C 2.18000 4.22374 4.06213 -0.45
C 3.04848 5.24455 4.40850 -1.15
C 4.27137 5.39567 3.76937 -1.06
C 4.62743 4.49172 2.78393 -0.20
C 3.77409 3.44946 2.47043 -0.20
N 4.08536 2.46273 1.44506 1.39
C 5.08891 1.51352 1.82412 -0.45
C 6.01463 1.70096 2.82022 -0.22
C 6.97462 0.71729 3.05740 -0.98
C 7.00833 -0.45631 2.29865 -0.97
C 6.06624 -0.67878 1.32816 -1.02
C 5.04782 0.28975 1.08673 0.75
C 4.34543 3.14383 0.17394 0.42
C 5.59750 3.60300 -0.17462 -0.32
C 5.74098 4.40087 -1.30294 -1.31
C 4.61478 4.74257 -2.03504 -0.93
C 3.36342 4.24181 -1.70500 -0.35
C 3.21624 3.38837 -0.61226 -0.02
N 2.04871 2.71350 -0.28055 0.58
C 0.96947 2.76931 -1.22632 -1.25
P -0.45831 1.62301 -0.93213 1.18
C -1.81658 2.64260 -0.13906 3.04
C -3.20150 2.28774 -0.68938 -1.74
C -1.59409 4.15613 -0.11011 -1.71
C -0.97928 1.42389 -2.70907 1.26
C -1.20524 2.76780 -3.41669 -1.63
C -0.02410 0.59093 -3.55812 -0.58
C 2.83870 -2.57185 -2.73530 0.45
C 1.91802 -2.59576 -3.95853 -1.67
C 2.46775 -3.72066 -1.80587 -1.49
H 4.50709 1.91988 -3.93416 0.61
H 4.34246 1.79306 -2.19180 0.17
H 2.90353 1.90426 -3.21129 0.13
H 3.42945 -0.30699 -4.20458 0.65
H 5.92936 -0.08911 -2.47041 0.39
H 5.82623 -0.16163 -4.21526 0.47
H 5.47740 -1.59842 -3.27444 0.32
H 4.96700 -1.27792 -0.92970 0.73
H 3.63771 -1.89803 0.03641 1.06
H -0.21431 2.97708 2.16343 -0.05
H 0.11691 2.75751 3.87339 0.82
H -2.12861 2.20657 3.03969 0.49
H -3.60088 -0.33287 2.36174 0.49
H -2.61656 0.38611 1.10047 0.00
H -3.90254 1.32516 1.86054 0.40
H -2.86590 -0.19534 4.75986 0.34
H -3.87744 1.20864 4.45534 0.45
H -2.36577 1.41217 5.32519 0.41
H 1.03268 0.88848 4.75900 0.32
H 1.25239 -1.95226 3.67432 0.24
H 2.28365 -1.16393 4.86717 0.61
H 2.29298 -0.60016 3.19858 -0.09
H -0.88459 -1.46759 5.19576 0.23
H -0.90653 0.08737 6.04131 0.40
H 0.42949 -1.02244 6.27132 0.48
H 1.22687 4.17014 4.56591 0.45
H 2.75314 5.94419 5.17814 0.42
H 4.92925 6.21347 4.02280 0.49
H 5.55856 4.61248 2.24628 0.59
H 6.01267 2.60105 3.41603 0.65
H 7.70995 0.87606 3.83341 0.48
H 7.77012 -1.19804 2.49120 0.47
H 6.07115 -1.60713 0.77890 0.62
H 6.45682 3.35694 0.43723 0.59
H 6.71519 4.77215 -1.58410 0.47
H 4.70926 5.39569 -2.89172 0.47
H 2.51142 4.49777 -2.31852 0.49
H 1.31218 2.52697 -2.23869 -0.27
H 0.55516 3.77993 -1.27757 1.23
H -1.80316 2.31455 0.90241 -2.51
H -3.36899 2.70968 -1.67705 0.33
H -3.96185 2.70225 -0.02705 0.48
H -3.37147 1.21208 -0.74580 0.30
H -1.53367 4.59952 -1.10210 0.29
H -0.69166 4.43171 0.43790 0.36
H -2.43979 4.62061 0.39954 0.46
H -1.93795 0.90335 -2.64296 -0.17
H -0.25777 3.25971 -3.63950 0.25
H -1.82735 3.46539 -2.86570 0.36
H -1.69533 2.57882 -4.37276 0.49
H 0.93996 1.09027 -3.67296 0.19
H -0.45070 0.49333 -4.55841 0.65
H 0.14803 -0.39768 -3.15489 -0.54
H 3.86542 -2.73473 -3.07362 0.60
H 0.87836 -2.51030 -3.64322 0.22
H 2.03935 -3.54132 -4.48932 0.54
H 2.11708 -1.79709 -4.67212 0.31
H 1.44004 -3.62834 -1.45462 -0.01
H 3.12034 -3.80066 -0.93773 0.35
H 2.54822 -4.65984 -2.35659 0.49
Cl -1.35138 -2.02726 2.45153 -0.26
Ge -2.59807 -3.72704 1.34975 0.55
Cl -4.56955 -2.88498 1.81919 -0.37
Cl 1.38040 -2.32652 0.93555 -0.61
C -2.23610 -2.44046 -4.00405 -1.75
C -1.97082 -2.83590 -2.56468 1.14
C -1.36326 -4.22597 -2.48153 -1.78
O -0.99378 -1.90064 -1.99446 -0.11
B -1.27050 -1.64063 -0.69670 2.23
O -2.49493 -2.29514 -0.34517 0.58
C -3.18872 -2.63871 -1.63459 1.48
C -4.03915 -1.42570 -1.96010 -1.52
C -4.06452 -3.86345 -1.47626 -2.23
H -1.35933 -2.64685 -4.61584 0.42
H -2.47753 -1.38363 -4.09082 0.31
H -3.06599 -3.02095 -4.40901 0.44
H -0.41772 -4.23461 -3.02096 0.45
H -2.01713 -4.96561 -2.94043 0.41
H -1.16763 -4.52527 -1.44932 0.31
H -3.42526 -0.54439 -2.14023 0.13
H -4.70725 -1.22576 -1.12269 0.35
H -4.64517 -1.60823 -2.84629 0.47
H -3.51718 -4.74434 -1.14358 0.57
H -4.49668 -4.10311 -2.44907 0.40
H -4.88904 -3.66798 -0.79251 0.53
```

Net charge: +2
E_HOMO (alpha / beta) (eV): -12.19 / -12.20
DFT total energy (hartree): -9559.9700
Gap between HOMO and LUMO (alpha / beta) (Ha): 0.235 / 0.194
Spin multiplicity: 2
Energy above the lowest of the compared OMol25 structures with the same formula, charge and spin (kcal/mol): 31.38

Record 2
A molecular structure, C23H15Cl5N3Re. Source: the Open Molecules 2025 dataset; level of theory: ωB97M-V/def2-TZVPD.

XYZ file:
```
47
Properties=species:S:1:pos:R:3:mulliken_charge:R:1
Re 0.76717 0.05951 0.00858 1.04
C 2.38327 0.95238 -2.97088 -1.67
C 1.14314 1.72728 -2.69671 1.22
C 0.69990 2.63844 -3.66450 -0.72
C -0.38247 3.45525 -3.41241 -0.74
C -0.98335 3.38380 -2.16077 -0.74
C -0.53795 2.43700 -1.25011 0.97
N 0.48531 1.58222 -1.53765 0.03
C -1.10606 2.32218 0.09542 0.69
C -2.02906 3.20881 0.64469 -0.81
C -2.45600 3.01934 1.95201 -1.05
C -1.94228 1.96076 2.68885 -0.82
C -1.02135 1.10180 2.09360 0.69
N -0.61279 1.28788 0.81645 0.20
C -0.36833 -0.02019 2.77315 0.98
C -0.72308 -0.41322 4.05480 -0.75
C -0.04582 -1.47023 4.65182 -0.73
C 1.01975 -2.02791 3.97548 -0.73
C 1.37005 -1.56824 2.69906 1.22
C 2.59517 -2.12051 2.06012 -1.67
N 0.63853 -0.62902 2.08285 0.03
H 3.00662 1.49902 -3.67816 0.52
H 2.14427 -0.01178 -3.42229 0.29
H 2.97031 0.79787 -2.06616 0.34
H 1.22966 2.70027 -4.60307 0.49
H -0.74328 4.15777 -4.15063 0.50
H -1.78510 4.05341 -1.89773 0.41
H -2.39980 4.05037 0.08098 0.45
H -3.16392 3.70334 2.39935 0.50
H -2.24567 1.83189 3.71590 0.45
H -1.51437 0.09706 4.57828 0.41
H -0.33574 -1.81851 5.63298 0.51
H 1.60662 -2.81363 4.42573 0.49
H 3.27817 -2.47859 2.83009 0.52
H 3.12238 -1.36516 1.47819 0.34
H 2.34871 -2.96961 1.42052 0.29
Cl 2.23780 -1.54810 -1.03670 -0.32
C 0.73762 -2.30595 -1.44729 0.93
C -0.29707 -1.52111 -0.92187 -0.78
C -1.60706 -1.95705 -1.13903 0.44
Cl -2.91808 -1.06091 -0.53756 -0.13
C -1.84019 -3.15320 -1.86740 -0.19
Cl -3.42973 -3.68799 -2.13399 -0.08
C -0.75684 -3.90975 -2.37887 0.67
Cl -1.03160 -5.33503 -3.25018 -0.06
C 0.58409 -3.47796 -2.16650 -0.50
Cl 1.90844 -4.36404 -2.76845 -0.11
```

Net charge: +3
E_HOMO (alpha / beta) (eV): -17.49 / -17.52
DFT total energy (hartree): -3427.9603
Gap between HOMO and LUMO (alpha / beta) (Ha): 0.224 / 0.203
Spin multiplicity: 4

Record 3
C5H11N in the gas phase. Source: the Open Molecules 2025 dataset; level of theory: ωB97M-V/def2-TZVPD.

XYZ file:
```
17
Properties=species:S:1:pos:R:3:mulliken_charge:R:1
C -0.79491 -0.88177 -1.28928 -1.50
C 0.02051 -0.49686 -0.05553 0.55
C -0.44856 -1.28379 1.18285 -1.25
C -0.06679 0.97299 0.14957 -0.17
C 1.02866 1.79502 -0.41745 -0.50
H -0.67654 -1.95994 -1.52032 0.37
H -0.44327 -0.39379 -2.18381 0.39
H -1.87772 -0.62456 -1.24872 0.33
H 1.03425 -0.76555 -0.34276 0.16
H -0.32812 -2.39596 1.14644 0.36
H -1.51892 -1.03332 1.39919 0.31
H 0.13818 -0.92506 2.06228 0.30
H -1.07882 1.31724 0.20815 0.47
H 0.84044 2.78575 -0.83271 0.29
H 1.81444 1.19300 -0.86581 0.23
H 1.51757 1.04348 1.55251 0.29
N 0.83959 1.65310 1.05541 -0.62
```

E_HOMO (eV): -9.39
DFT total energy (hartree): -251.8183
Gap between HOMO and LUMO (Ha): 0.388
Spin multiplicity: 1
Energy above the lowest of the compared OMol25 structures with the same formula, charge and spin (kcal/mol): 27.77